Entry 1:
Molecular formula: C42H51ClN4PSeSi2Sn
Method: DFT, wB97M-V/def2-TZVPD

The relative energy (zero: lowest compared OMol25 entry of this formula, charge and spin) is 55.9 kJ/mol. The spin multiplicity is 1. As for the total charge: +1. The value obtained for the gap between HOMO and LUMO is 6.09 eV.

Each line ends with the Mulliken charge.
CARTESIAN COORDINATES (ANGSTROEM)
C: 2.30 -0.92 0.31  0.50
N: -3.29 0.94 0.13  0.45
H: 1.99 1.27 5.74  0.48
C: 4.59 0.11 3.92  -0.90
C: -2.16 4.63 0.85  -1.93
C: -5.44 2.03 -0.33  -1.04
H: -0.83 5.45 -5.28  0.41
C: -0.35 -6.70 0.69  0.76
C: 3.64 1.59 -0.08  0.95
H: -5.66 -1.27 0.39  0.38
C: 2.05 1.17 3.60  1.23
C: -0.64 3.77 -3.96  -0.72
C: -0.55 4.25 -1.59  0.22
H: -3.78 1.73 -1.72  0.03
C: -0.23 -8.73 -1.16  -0.49
C: 0.78 4.63 1.27  -1.55
H: 1.20 1.55 -4.37  0.56
H: -0.82 7.11 -3.44  0.42
H: 2.63 -4.63 -0.74  0.48
C: 4.68 0.84 -0.62  -0.27
C: 2.38 -2.61 -1.42  -0.92
C: 5.84 1.47 -1.05  -0.78
C: 5.97 2.85 -0.94  -0.56
C: -5.32 -0.41 -0.19  -1.01
C: -3.94 1.97 -0.67  0.97
H: -6.07 2.00 -1.22  0.41
C: 2.78 0.82 2.46  -0.75
C: 1.28 1.05 -3.40  -1.40
H: -0.70 6.34 -1.11  0.35
H: -5.69 2.93 0.24  0.36
C: -0.82 -4.52 0.47  -0.45
H: 1.36 3.93 1.86  0.31
H: -2.96 0.43 2.12  0.50
C: -3.77 -0.37 -0.28  0.34
H: 0.10 -8.18 2.19  0.43
H: -1.16 -5.80 3.32  0.35
H: -0.69 -7.26 -2.66  0.41
H: 2.20 -0.51 -1.78  0.39
C: -0.57 -6.44 -0.67  0.43
Si: -0.56 3.74 0.24  1.73
H: -3.24 2.15 1.82  -0.10
Si: -0.26 1.45 -2.35  1.46
H: -3.44 -0.56 -1.29  0.04
H: -6.76 0.79 0.67  0.29
C: 0.00 -8.99 0.20  -0.66
C: 4.92 3.60 -0.43  -0.60
H: -5.50 1.77 2.39  0.39
Sn: -0.45 1.09 0.25  -0.66
C: -0.51 -7.45 -1.61  -0.92
H: 5.59 -0.30 4.03  0.44
H: -1.33 0.37 -4.36  0.50
C: 2.27 -1.28 -1.03  -0.39
H: 4.65 0.03 1.79  0.41
C: 3.76 2.98 -0.01  -0.52
H: 2.21 1.39 -2.93  0.25
C: 4.06 0.30 2.66  -0.31
H: -1.90 5.63 1.19  0.55
C: -0.35 -5.31 2.78  -1.08
C: -1.65 0.55 -3.33  -1.52
H: -0.18 -9.55 -1.86  0.40
C: -0.74 6.05 -3.22  -0.78
H: -2.88 4.76 0.04  0.51
H: -0.66 3.05 -4.77  0.35
C: -3.56 1.15 1.55  -0.09
H: 0.22 -9.99 0.51  0.39
H: 4.24 0.28 6.03  0.40
H: 1.36 -0.02 -3.59  0.32
H: 2.94 3.57 0.38  0.03
H: 2.33 -1.67 2.33  0.42
H: -5.25 0.02 2.39  0.29
H: -2.56 1.15 -3.38  0.40
N: -0.85 -5.09 -0.76  0.23
N: -5.76 0.84 0.51  0.06
C: -0.06 -7.97 1.14  -0.66
H: 1.46 5.21 0.64  0.48
H: 4.58 -0.23 -0.70  0.50
H: -3.32 -1.12 0.37  -0.14
N: -0.51 -5.49 1.36  0.49
H: 5.02 4.67 -0.35  0.44
C: 2.58 0.99 4.88  -0.73
C: 3.84 0.45 5.04  -0.52
H: -0.36 -4.25 3.00  0.29
C: 2.50 -3.60 -0.45  -0.60
P: 2.16 0.86 0.72  0.61
H: 0.60 -5.74 3.11  0.37
H: 0.31 5.33 1.97  0.47
C: -5.07 0.94 1.84  -0.85
C: -0.53 3.32 -2.64  0.26
C: 2.47 -3.25 0.89  -0.66
H: -1.03 -4.56 -1.59  0.24
Se: -1.18 -2.78 0.81  -0.38
H: 2.53 -4.02 1.65  0.47
C: -0.66 5.61 -1.91  -0.38
H: 2.38 -2.87 -2.47  0.49
H: 6.64 0.88 -1.46  0.43
C: -0.75 5.12 -4.25  -0.80
H: 6.88 3.33 -1.26  0.39
C: 2.36 -1.92 1.27  -0.69
Cl: 0.48 1.87 3.51  -0.15
H: -3.46 2.93 -0.48  -0.97
H: -2.66 4.13 1.68  0.40
H: -1.90 -0.42 -2.89  0.25
H: -5.78 -0.44 -1.17  0.35

=====

Entry 2:
Molecular formula: C42H51N6NaOPS3
Method: DFT, wB97M-V/def2-TZVPD

The spin multiplicity is 1. As for the total charge: -1. The value obtained for the gap between HOMO and LUMO is 5.51 eV.

Each line ends with the Mulliken charge.
CARTESIAN COORDINATES (ANGSTROEM)
C: -0.16 3.72 3.07  -0.18
H: 5.73 0.45 0.45  0.46
C: 4.06 -0.80 -0.05  -0.68
H: -4.88 4.08 -1.20  0.30
C: 2.24 -4.21 -0.18  0.84
C: 5.19 -2.40 2.84  -0.21
C: 1.26 -6.38 0.30  -0.87
C: 2.63 -1.95 3.87  0.21
H: -0.47 -3.67 1.92  -0.09
H: -2.64 7.04 -0.58  0.34
H: 6.07 -3.03 2.91  0.36
H: -6.02 3.91 -3.48  0.32
H: -1.58 5.74 -2.57  0.39
C: -1.82 6.67 0.04  -1.12
H: -5.19 2.34 -5.25  0.32
H: -2.15 5.74 0.51  0.16
H: 0.25 6.11 -0.16  0.30
P: 1.85 -2.42 -0.63  1.10
C: -5.00 2.32 -2.46  0.07
N: -3.99 2.49 -0.18  0.03
H: 0.96 1.81 -1.76  0.42
C: 2.48 -6.84 0.81  -0.56
C: 0.84 0.93 -2.39  -0.96
H: -6.24 1.07 -4.62  0.32
C: -1.16 3.90 4.02  -0.46
H: 4.31 -4.03 0.36  0.06
H: -1.79 4.77 3.98  0.39
S: 1.31 -2.41 4.86  -0.44
H: -2.07 3.03 5.76  0.41
H: -2.06 -1.83 4.96  0.29
H: -0.24 7.40 -1.22  0.35
C: 5.36 -0.34 -0.20  -0.45
H: 7.20 -0.52 -1.29  0.35
C: -2.64 2.66 -0.34  -0.80
H: 1.45 -4.77 -2.81  0.43
C: 0.69 -3.61 -4.48  -0.82
H: 0.00 -2.29 -6.00  0.36
C: 1.13 -0.33 -1.91  -0.51
H: -5.97 2.86 -0.61  0.46
H: -6.94 2.52 -5.35  0.38
C: -0.45 1.85 4.99  -0.57
C: -2.54 -2.01 4.00  -0.92
S: -1.58 1.63 0.42  0.22
C: 0.93 -1.38 -2.85  0.52
H: -0.02 4.46 2.29  0.37
H: -1.24 -4.23 4.95  0.32
H: 5.43 -1.39 3.16  0.32
N: -2.27 3.71 -1.11  0.35
H: -0.63 3.31 -2.34  -0.59
C: -1.04 -2.80 2.29  0.60
C: 0.38 1.14 -3.72  -0.70
H: -4.20 1.62 0.28  0.31
C: -0.57 6.44 -0.80  -0.33
H: 2.57 -7.84 1.19  0.37
H: 0.40 -7.04 0.29  0.40
H: -1.19 -5.05 3.39  0.27
C: 0.47 -1.22 -4.17  0.72
H: -2.98 4.15 -1.66  0.25
C: -5.00 3.00 -1.09  -1.44
C: 0.52 1.75 3.98  0.77
C: -1.76 -4.35 4.00  -0.88
C: 1.17 -3.78 -3.16  -0.11
S: 3.95 -3.13 3.92  -0.14
H: 1.62 0.15 4.98  0.60
C: 3.57 -1.82 -0.86  0.68
H: -5.09 1.24 -2.32  0.32
Na: 0.60 -0.57 0.93  0.78
C: 5.71 -1.90 -1.99  -0.71
N: -1.86 -3.09 3.31  0.19
C: -0.90 3.98 -1.52  0.17
C: 3.44 -4.68 0.33  -0.35
H: 3.44 -0.37 0.72  0.27
H: -1.63 7.40 0.83  0.37
H: 0.60 -4.49 -5.11  0.40
H: 4.51 -6.31 1.23  0.40
C: 6.19 -0.89 -1.17  -0.60
N: 1.94 0.10 2.95  -0.63
C: -0.73 5.44 -1.94  -1.07
H: 0.15 5.49 -2.58  0.36
C: 1.15 -5.09 -0.17  -0.52
C: 3.56 -5.98 0.82  -0.68
C: -1.30 2.93 5.00  -0.46
C: -6.13 2.15 -4.72  -1.28
H: -4.04 2.48 -2.95  0.25
H: 4.84 -2.36 1.81  -0.40
C: -6.12 2.83 -3.36  -0.43
H: -2.76 -4.77 4.18  0.31
N: 2.84 -0.94 3.09  -0.36
N: 0.67 2.68 3.04  -0.28
H: -0.25 3.73 -0.69  0.47
H: -7.08 2.67 -2.86  0.29
C: 4.41 -2.36 -1.83  -0.23
H: -0.18 0.28 -5.60  0.35
H: -3.59 -2.28 4.16  0.32
H: -2.48 -1.11 3.40  0.24
O: -0.95 -1.71 1.75  -0.77
H: 0.17 2.15 -4.06  0.39
H: -0.52 1.07 5.73  0.45
H: 0.19 -4.74 -0.54  0.63
C: 0.35 -2.38 -4.98  -0.84
C: 0.18 0.10 -4.59  -1.09
C: 1.41 0.58 4.01  -0.74
C: 1.29 -2.68 -2.35  -0.01
H: 6.35 -2.33 -2.76  0.40
H: 4.04 -3.16 -2.47  0.44

=====

Entry 3:
Molecular formula: C42H52BaClN5OP2S3
Method: DFT, wB97M-V/def2-TZVPD

The relative energy (zero: lowest compared OMol25 entry of this formula, charge and spin) is 34.3 kJ/mol. The spin multiplicity is 2. As for the total charge: -1. The value obtained for the gap between HOMO and LUMO (alpha / beta) is 5.39 / 5.62 eV.

Each line ends with the Mulliken charge.
CARTESIAN COORDINATES (ANGSTROEM)
H: 0.89 2.02 5.53  0.52
H: 1.73 8.65 0.71  0.38
P: 0.83 1.66 -0.91  1.47
H: 2.18 0.52 -3.21  0.29
C: -4.11 -0.28 0.21  -1.37
H: -0.73 -0.82 3.84  0.16
H: 4.45 1.10 -0.30  0.33
C: 6.47 -1.16 -2.13  0.51
C: 3.21 -3.24 -0.29  -1.41
H: 0.20 1.84 -3.24  0.33
H: 1.61 -0.31 2.69  0.41
H: -0.22 -6.87 -4.24  0.36
H: -0.98 2.64 -2.20  0.44
C: 1.54 6.59 0.23  -0.42
H: -5.09 0.82 -1.33  0.23
C: -2.45 0.47 -1.38  -1.01
S: 0.04 -5.02 0.20  -0.27
H: -0.51 2.83 4.81  0.26
H: 3.99 -3.31 -2.89  0.37
H: 2.41 -0.54 -1.80  0.23
C: -6.18 0.97 0.49  -1.04
H: 6.88 -0.35 -0.19  0.42
C: 0.44 2.34 4.58  -1.98
C: -4.13 -0.70 1.56  1.06
H: -2.91 2.32 1.80  0.37
C: -3.49 -1.68 -1.66  -0.59
H: 3.80 0.24 -2.58  0.46
H: 0.72 -6.64 -1.98  0.42
C: 3.23 2.81 -2.06  -1.92
N: 2.04 -2.38 -0.17  -0.06
P: -0.71 1.38 2.09  1.44
C: 1.32 7.69 1.00  -0.55
H: -2.38 -5.78 -4.83  0.39
H: 3.36 2.15 0.62  0.37
H: 2.12 6.62 -0.69  0.47
H: 3.00 0.41 0.44  0.07
S: -2.97 -1.73 2.35  -0.08
C: -3.22 -4.93 0.20  -1.24
N: -2.67 -3.86 -0.64  1.52
C: -0.18 -6.11 -2.26  -0.85
H: 4.99 -1.58 0.87  0.30
C: 4.38 -2.54 -0.93  0.33
C: 1.65 0.61 3.27  -1.96
C: 1.01 5.34 0.62  0.12
H: -4.00 -5.49 -0.33  0.40
C: -3.79 -3.01 -1.02  -1.83
H: 1.10 3.09 4.14  0.39
H: -1.56 0.13 -1.93  0.52
C: 0.27 1.12 3.68  2.29
C: -6.22 0.57 1.83  -0.61
C: 0.56 7.61 2.18  -0.52
H: 0.40 8.50 2.77  0.38
C: 5.20 -1.70 -0.18  0.04
C: 2.76 0.37 -2.29  -1.86
H: 4.29 2.62 -2.24  0.53
H: 2.25 0.42 4.16  0.51
H: -6.95 1.60 0.08  0.39
C: 2.64 1.59 -1.36  1.93
C: -0.47 0.03 4.47  -1.65
N: 1.19 4.25 -0.16  0.02
C: 5.68 -1.99 -2.90  -0.84
C: -2.33 1.99 2.67  -1.65
H: -2.27 2.79 3.40  0.53
H: 3.13 3.71 -1.46  0.26
Cl: 7.79 -0.29 -2.88  -0.27
H: 5.88 -2.09 -3.96  0.41
C: 4.63 -2.67 -2.30  -0.16
H: 2.76 2.99 -3.03  0.34
C: -0.73 -5.24 -1.29  0.17
H: -5.26 -0.56 3.37  0.43
H: 3.49 -3.61 0.70  0.42
C: -0.74 -2.94 -2.30  0.15
C: 0.09 2.49 -2.37  -1.81
H: -4.42 -1.33 -2.15  0.27
C: -1.88 -4.45 -1.72  0.52
H: -0.56 6.31 3.49  0.47
C: 6.25 -1.01 -0.77  -0.84
H: 0.17 -0.30 5.29  0.52
H: -2.87 1.13 3.08  0.23
H: -1.40 0.41 4.90  0.36
H: -3.65 -4.47 1.09  0.24
H: -7.03 0.89 2.48  0.38
H: 2.18 1.35 2.67  0.20
N: -3.04 -0.67 -0.69  1.55
C: 0.71 3.10 0.26  -0.70
Ba: -0.42 -1.74 0.42  0.43
C: 3.40 1.30 -0.06  -1.41
H: -3.12 0.94 -2.11  0.22
C: -2.54 -4.82 -2.93  -0.50
H: -4.34 -2.81 -0.10  1.04
O: 2.06 -1.76 1.00  -0.55
H: -4.50 -3.56 -1.67  0.18
H: -2.74 -1.77 -2.44  0.49
N: -0.26 4.07 2.22  -0.15
C: -5.13 0.53 -0.29  -0.24
C: -0.71 -6.23 -3.51  -0.68
C: 0.25 5.25 1.81  0.08
H: -2.14 1.21 -0.65  0.05
C: -1.93 -5.61 -3.86  -0.86
H: 0.55 3.46 -2.58  0.50
S: -0.02 -3.03 -3.68  -0.26
H: -2.43 -5.61 0.52  0.32
C: 0.03 6.41 2.59  -0.48
H: -3.48 -4.33 -3.17  0.13
H: 2.91 -4.10 -0.90  0.37
C: -5.23 -0.25 2.33  -0.67
C: -0.01 3.00 1.49  -0.38